(1)
{
  "formula": "C12H19IrNO8P2S2",
  "method": "ωB97M-V with the def2-TZVPD basis set",
  "symbols": ["Ir", "C", "C", "O", "P", "O", "O", "O", "P", "O", "O", "O", "H", "H", "H", "H", "H", "H", "H", "C", "O", "C", "S", "S", "H", "H", "H", "C", "C", "C", "C", "C", "C", "C", "C", "N", "H", "H", "H", "H", "H", "H", "H", "H", "H"],
  "positions_angstrom": [[-0.319, -0.156, -0.082], [2.766, 2.708, 2.062], [1.874, 1.847, 1.179], [1.158, 0.841, 1.921], [2.807, 0.874, -0.020], [3.747, 1.837, -0.833], [3.839, 0.059, 0.865], [1.930, 0.003, -0.857], [0.603, 2.869, 0.280], [1.533, 3.451, -0.923], [0.094, 3.954, 1.125], [-0.379, 1.863, -0.343], [3.368, 2.076, 2.714], [2.142, 3.376, 2.656], [3.430, 3.321, 1.453], [0.564, 1.285, 2.544], [3.226, 2.492, -1.330], [4.075, -0.790, 0.471], [1.173, 4.294, -1.230], [-3.749, -2.481, 0.140], [-4.026, -1.161, 0.623], [-3.401, -0.081, 0.139], [-3.751, 1.363, 0.770], [-2.244, -0.284, -1.247], [-4.587, -3.089, 0.470], [-2.822, -2.852, 0.571], [-3.673, -2.501, -0.943], [0.149, -3.015, -2.314], [0.021, -3.835, -1.065], [0.141, -5.213, -1.077], [0.068, -5.954, 0.096], [-0.128, -5.321, 1.319], [-0.257, -3.949, 1.390], [-0.423, -3.223, 2.692], [-0.181, -3.196, 0.187], [-0.279, -1.864, 0.260], [0.354, -3.649, -3.175], [0.949, -2.281, -2.207], [-0.765, -2.447, -2.496], [0.307, -5.717, -2.022], [0.180, -7.030, 0.061], [-0.170, -5.906, 2.230], [-0.433, -3.918, 3.529], [-1.349, -2.643, 2.702], [0.391, -2.508, 2.831]],
  "orbital_gap_ha": [0.220, 0.218],
  "fmax_ev_per_a": 1.43,
  "de_lowest_kcal_mol": 13.8,
  "s_squared": 0.822,
  "spin_multiplicity": 2,
  "e_homo_ev": [-7.5, -7.5],
  "charge": 0
}

=====

(2)
{
  "formula": "C12H19N2",
  "method": "ωB97M-V with the def2-TZVPD basis set",
  "symbols": ["C", "C", "C", "C", "C", "C", "C", "C", "C", "C", "C", "C", "N", "N", "H", "H", "H", "H", "H", "H", "H", "H", "H", "H", "H", "H", "H", "H", "H", "H", "H", "H", "H"],
  "positions_angstrom": [[-1.443, 2.199, -1.983], [-0.895, 1.097, -2.636], [-0.610, 2.935, -1.108], [0.334, 0.601, -2.314], [0.672, 2.471, -0.818], [1.180, 1.316, -1.428], [0.193, -0.296, 2.945], [0.674, -1.489, 2.267], [-0.126, 0.809, 1.904], [0.195, -1.303, 0.793], [1.471, -3.124, -0.121], [-1.893, -0.462, 0.428], [0.688, -1.912, -0.288], [-0.502, 0.017, 0.699], [-2.348, 2.608, -2.367], [-1.440, 0.460, -3.415], [-0.792, 3.845, -0.553], [0.577, -0.180, -3.034], [1.394, 3.093, -0.143], [-0.297, -0.551, 3.810], [2.187, 1.066, -1.217], [1.768, -1.270, 2.210], [0.207, -2.258, 2.778], [-0.993, 1.321, 2.191], [0.728, 1.300, 1.631], [2.608, -2.808, 0.150], [1.171, -3.514, 0.739], [1.474, -3.683, -1.121], [-2.434, -0.702, 1.470], [-2.438, 0.471, -0.022], [-2.043, -1.242, -0.235], [1.061, -1.280, -0.927], [-0.329, 0.468, -0.284]],
  "orbital_gap_ha": [0.279, 0.358],
  "fmax_ev_per_a": 7.16,
  "de_lowest_kcal_mol": 28.5,
  "s_squared": 2.007,
  "spin_multiplicity": 3,
  "e_homo_ev": [-10.3, -13.3],
  "charge": 1
}

=====

(3)
{
  "formula": "C12H19NO",
  "method": "ωB97M-V with the def2-TZVPD basis set",
  "symbols": ["C", "C", "N", "C", "C", "C", "O", "H", "H", "H", "H", "H", "H", "H", "H", "H", "H", "H", "C", "C", "C", "C", "C", "C", "C", "H", "H", "H", "H", "H", "H", "H", "H"],
  "positions_angstrom": [[-3.788, 0.855, 1.382], [-2.238, 0.544, 1.391], [-2.134, 0.159, 0.079], [-1.225, -1.077, -0.020], [-1.758, 1.244, -0.828], [-1.739, 0.744, -2.317], [-1.805, 2.365, -0.601], [-4.081, 0.614, 2.532], [-4.534, -0.077, 1.130], [-4.293, 1.622, 0.985], [-1.550, 1.239, 1.693], [-2.024, -0.303, 2.167], [-2.208, -1.592, -0.427], [-0.498, -0.875, -0.653], [-0.848, -1.734, 0.829], [-0.778, 0.315, -2.492], [-2.484, -0.070, -2.198], [-2.083, 1.520, -2.883], [2.331, -1.268, -2.013], [2.657, -0.647, -0.653], [2.879, -1.489, 0.512], [3.175, -0.877, 1.756], [3.151, 0.571, 1.981], [2.861, 1.228, 0.861], [2.466, 0.706, -0.355], [1.229, -1.826, -1.975], [2.988, -1.928, -2.458], [1.851, -0.501, -2.799], [3.084, -2.532, 0.206], [3.282, -1.528, 2.557], [3.142, 0.960, 2.931], [2.684, 2.242, 0.818], [2.289, 1.398, -1.139]],
  "orbital_gap_ha": 0.348,
  "fmax_ev_per_a": 9.37,
  "de_lowest_kcal_mol": 140.8,
  "smiles": "CCN(C)C(C)=O.Cc1ccccc1",
  "e_homo_ev": -8.7,
  "charge": 0
}

=====

(4)
{
  "formula": "C12H19NO2",
  "method": "ωB97M-V with the def2-TZVPD basis set",
  "symbols": ["C", "C", "N", "C", "C", "C", "O", "H", "H", "H", "H", "H", "H", "H", "H", "H", "H", "H", "C", "C", "C", "C", "C", "O", "C", "C", "H", "H", "H", "H", "H", "H", "H", "H"],
  "positions_angstrom": [[-0.003, 1.474, 1.987], [-1.279, 0.743, 1.960], [-0.834, -0.506, 2.473], [-0.424, -0.279, 4.032], [-1.111, -1.760, 2.072], [-1.564, -2.031, 0.701], [-1.178, -2.646, 2.917], [0.169, 1.580, 0.998], [1.059, 0.945, 2.010], [0.254, 2.246, 2.718], [-2.185, 1.108, 2.577], [-1.814, 0.593, 0.935], [0.611, -0.656, 3.897], [-0.905, 0.789, 4.229], [-1.042, -0.977, 4.711], [-0.940, -1.237, 0.106], [-1.120, -3.166, 0.454], [-2.734, -2.195, 0.648], [-0.671, 2.191, -2.388], [0.334, 1.154, -2.462], [-0.090, -0.255, -2.329], [0.841, -1.299, -2.242], [2.201, -1.013, -2.272], [3.020, -2.171, -2.153], [2.589, 0.341, -2.656], [1.700, 1.349, -2.680], [-1.198, 2.381, -3.276], [-0.469, 3.196, -2.047], [-1.715, 1.988, -1.886], [-1.247, -0.540, -2.003], [0.526, -2.330, -2.258], [3.754, -2.018, -2.882], [3.584, 0.658, -2.743], [1.879, 2.345, -3.146]],
  "orbital_gap_ha": 0.336,
  "fmax_ev_per_a": 4.65,
  "de_lowest_kcal_mol": 130.3,
  "smiles": "CCN(C)C(C)=O.Cc1ccc(O)cc1",
  "e_homo_ev": -8.5,
  "charge": 0
}

=====

(5)
{
  "formula": "C12H19O7PSm",
  "method": "ωB97M-V with the def2-TZVPD basis set",
  "symbols": ["Sm", "C", "O", "C", "O", "C", "O", "C", "O", "C", "H", "H", "C", "H", "H", "C", "C", "O", "P", "O", "C", "C", "O", "C", "C", "H", "H", "H", "H", "H", "H", "H", "H", "H", "H", "H", "H", "H", "H", "H"],
  "positions_angstrom": [[2.210, 0.785, -0.932], [-0.224, -0.208, -1.167], [-1.145, -0.424, -1.841], [1.751, -0.849, -2.965], [1.081, -1.399, -3.728], [2.272, -1.800, -0.433], [2.365, -2.913, -0.150], [0.958, 1.606, -2.981], [0.076, 1.959, -3.648], [5.603, 1.195, -1.468], [5.416, 2.279, -1.461], [5.836, 0.724, -0.502], [5.676, 0.501, -2.620], [5.952, -0.562, -2.637], [5.541, 0.983, -3.598], [-2.273, -4.026, 0.992], [-0.948, -3.316, 1.008], [-1.278, -2.107, 1.850], [-0.341, -0.865, 2.281], [-1.241, 0.443, 2.137], [-2.671, 0.585, 2.567], [-3.639, 0.183, 1.477], [0.892, 2.085, -0.002], [0.082, 3.048, 0.664], [-1.350, 3.191, 0.187], [-2.741, -4.011, 1.976], [-2.190, -5.055, 0.665], [-2.984, -3.584, 0.295], [-0.186, -3.916, 1.520], [-0.633, -3.002, 0.003], [-2.809, 0.014, 3.499], [-2.757, 1.655, 2.797], [-3.772, -0.907, 1.461], [-4.622, 0.611, 1.729], [-3.317, 0.539, 0.486], [0.047, 2.784, 1.727], [0.617, 4.005, 0.572], [-2.046, 2.561, 0.754], [-1.723, 4.205, 0.362], [-1.486, 3.002, -0.876]],
  "orbital_gap_ha": [0.265, 0.270],
  "fmax_ev_per_a": 6.57,
  "s_squared": 8.777,
  "spin_multiplicity": 6,
  "e_homo_ev": [-19.6, -19.6],
  "charge": 3
}

=====

(6)
{
  "formula": "C12H20Cl2CoN2Se",
  "method": "ωB97M-V with the def2-TZVPD basis set",
  "symbols": ["Co", "Cl", "Cl", "C", "H", "H", "C", "C", "H", "C", "H", "C", "H", "H", "C", "H", "H", "C", "H", "H", "H", "H", "C", "N", "C", "C", "N", "C", "C", "Se", "H", "H", "H", "H", "H", "H", "H", "H"],
  "positions_angstrom": [[1.768, 0.427, 0.699], [1.639, -1.674, 0.375], [3.336, 1.882, 0.652], [-0.431, 0.955, 0.271], [-0.924, 0.069, 0.683], [-0.623, 1.905, 0.782], [-2.741, -0.887, -0.885], [-3.162, 0.158, -0.090], [-2.717, -0.808, -1.977], [-3.453, -0.008, 1.366], [-3.420, 1.128, -0.527], [-2.739, -1.232, 1.987], [-3.199, 0.910, 1.919], [-4.541, -0.141, 1.501], [-2.810, -2.459, 1.080], [-1.690, -0.985, 2.195], [-3.211, -1.467, 2.950], [-2.244, -2.177, -0.324], [-2.269, -3.296, 1.539], [-3.857, -2.769, 0.972], [-1.136, -2.176, -0.271], [-2.513, -3.000, -1.002], [1.830, -0.617, -2.985], [2.040, 0.799, -2.781], [3.201, 1.504, -3.078], [3.030, 2.768, -2.614], [1.766, 2.826, -2.042], [1.255, 3.934, -1.261], [1.174, 1.605, -2.109], [-0.588, 1.163, -1.609], [0.759, -0.800, -3.125], [2.173, -1.195, -2.117], [2.386, -0.919, -3.877], [4.029, 1.047, -3.589], [3.692, 3.615, -2.614], [1.639, 3.893, -0.235], [1.591, 4.864, -1.728], [0.163, 3.890, -1.254]],
  "orbital_gap_ha": [0.136, 0.261],
  "fmax_ev_per_a": 2.99,
  "de_lowest_kcal_mol": 0.0,
  "s_squared": 6.017,
  "spin_multiplicity": 5,
  "e_homo_ev": [-0.6, -4.1],
  "charge": -1
}

=====

(7)
{
  "formula": "C12H20Cl2CuN4",
  "method": "ωB97M-V with the def2-TZVPD basis set",
  "symbols": ["Cu", "C", "C", "N", "C", "C", "C", "C", "C", "C", "C", "N", "C", "C", "N", "N", "H", "H", "H", "H", "H", "H", "H", "H", "H", "H", "H", "H", "H", "H", "H", "H", "H", "H", "Cl", "C", "Cl", "H", "H"],
  "positions_angstrom": [[0.416, -0.044, 0.028], [-0.030, 2.543, 0.858], [1.079, 2.074, 1.809], [1.672, 0.750, 1.394], [1.895, -0.254, 2.491], [1.167, -1.569, 2.246], [1.127, -2.633, 3.130], [0.303, -3.709, 2.813], [-0.481, -3.706, 1.660], [-0.371, -2.622, 0.812], [-1.120, -2.411, -0.496], [-1.106, -0.967, -0.907], [-2.323, -0.172, -0.525], [-1.968, 1.309, -0.385], [-0.894, 1.374, 0.623], [0.467, -1.633, 1.119], [0.380, 2.873, -0.096], [-0.560, 3.386, 1.305], [0.684, 1.959, 2.819], [1.861, 2.831, 1.856], [2.572, 0.931, 0.961], [1.532, 0.169, 3.429], [2.962, -0.435, 2.626], [1.698, -2.629, 4.048], [0.248, -4.551, 3.491], [-1.155, -4.525, 1.447], [-2.142, -2.786, -0.429], [-0.622, -2.981, -1.283], [-1.011, -0.928, -1.918], [-2.672, -0.555, 0.436], [-3.124, -0.321, -1.249], [-2.854, 1.880, -0.099], [-1.597, 1.718, -1.326], [-1.277, 1.082, 1.521], [2.430, -0.683, -1.663], [2.286, 0.527, -2.973], [0.880, 1.564, -2.699], [2.156, -0.006, -3.907], [3.181, 1.136, -2.963]],
  "orbital_gap_ha": [0.387, 0.319],
  "fmax_ev_per_a": 0.15,
  "s_squared": 0.753,
  "spin_multiplicity": 2,
  "e_homo_ev": [-16.3, -16.3],
  "charge": 2
}

=====

(8)
{
  "formula": "C12H20Cl2InN2Se",
  "method": "ωB97M-V with the def2-TZVPD basis set",
  "symbols": ["In", "Cl", "Cl", "C", "H", "H", "C", "C", "H", "C", "H", "C", "H", "H", "C", "H", "H", "C", "H", "H", "H", "H", "C", "N", "C", "C", "N", "C", "C", "Se", "H", "H", "H", "H", "H", "H", "H", "H"],
  "positions_angstrom": [[1.442, -0.077, -0.598], [1.056, -1.908, -2.068], [1.149, 2.097, 0.491], [3.155, -0.843, 0.401], [3.821, -0.065, 0.769], [3.704, -1.519, -0.243], [-1.557, 0.660, -1.430], [-0.644, 1.117, -2.193], [-1.598, 0.982, -0.385], [-0.451, 0.678, -3.621], [0.009, 1.944, -1.864], [-1.629, -0.174, -4.127], [-0.342, 1.565, -4.255], [0.477, 0.100, -3.724], [-2.177, -1.104, -3.054], [-2.422, 0.486, -4.492], [-1.329, -0.743, -5.009], [-2.635, -0.287, -1.838], [-3.013, -1.689, -3.452], [-1.365, -1.773, -2.741], [-3.528, 0.293, -2.128], [-2.934, -0.941, -1.011], [-1.284, 1.564, 2.860], [-0.150, 0.756, 3.238], [0.960, 1.217, 3.927], [1.966, 0.331, 3.717], [1.434, -0.720, 2.974], [2.146, -1.813, 2.458], [0.144, -0.414, 2.604], [-0.788, -1.315, 1.331], [-1.464, 2.295, 3.645], [-2.154, 0.907, 2.720], [-1.069, 2.088, 1.919], [0.936, 2.123, 4.513], [3.018, 0.370, 3.947], [2.745, -1.448, 1.368], [2.917, -2.122, 3.164], [1.454, -2.619, 2.187]],
  "orbital_gap_ha": [0.175, 0.175],
  "fmax_ev_per_a": 4.59,
  "de_lowest_kcal_mol": 0.0,
  "e_homo_ev": [-1.9, -1.9],
  "charge": -1
}

=====

Copy entry 1 word for word.
{
  "formula": "C12H19IrNO8P2S2",
  "method": "ωB97M-V with the def2-TZVPD basis set",
  "symbols": ["Ir", "C", "C", "O", "P", "O", "O", "O", "P", "O", "O", "O", "H", "H", "H", "H", "H", "H", "H", "C", "O", "C", "S", "S", "H", "H", "H", "C", "C", "C", "C", "C", "C", "C", "C", "N", "H", "H", "H", "H", "H", "H", "H", "H", "H"],
  "positions_angstrom": [[-0.319, -0.156, -0.082], [2.766, 2.708, 2.062], [1.874, 1.847, 1.179], [1.158, 0.841, 1.921], [2.807, 0.874, -0.020], [3.747, 1.837, -0.833], [3.839, 0.059, 0.865], [1.930, 0.003, -0.857], [0.603, 2.869, 0.280], [1.533, 3.451, -0.923], [0.094, 3.954, 1.125], [-0.379, 1.863, -0.343], [3.368, 2.076, 2.714], [2.142, 3.376, 2.656], [3.430, 3.321, 1.453], [0.564, 1.285, 2.544], [3.226, 2.492, -1.330], [4.075, -0.790, 0.471], [1.173, 4.294, -1.230], [-3.749, -2.481, 0.140], [-4.026, -1.161, 0.623], [-3.401, -0.081, 0.139], [-3.751, 1.363, 0.770], [-2.244, -0.284, -1.247], [-4.587, -3.089, 0.470], [-2.822, -2.852, 0.571], [-3.673, -2.501, -0.943], [0.149, -3.015, -2.314], [0.021, -3.835, -1.065], [0.141, -5.213, -1.077], [0.068, -5.954, 0.096], [-0.128, -5.321, 1.319], [-0.257, -3.949, 1.390], [-0.423, -3.223, 2.692], [-0.181, -3.196, 0.187], [-0.279, -1.864, 0.260], [0.354, -3.649, -3.175], [0.949, -2.281, -2.207], [-0.765, -2.447, -2.496], [0.307, -5.717, -2.022], [0.180, -7.030, 0.061], [-0.170, -5.906, 2.230], [-0.433, -3.918, 3.529], [-1.349, -2.643, 2.702], [0.391, -2.508, 2.831]],
  "orbital_gap_ha": [0.220, 0.218],
  "fmax_ev_per_a": 1.43,
  "de_lowest_kcal_mol": 13.8,
  "s_squared": 0.822,
  "spin_multiplicity": 2,
  "e_homo_ev": [-7.5, -7.5],
  "charge": 0
}

=====

Question: Which formula does entry 1 have?
Answer: C12H19IrNO8P2S2